The following is a quantum chemistry calculation of a cluster of 11 separate species, C20H61NO14 in total, from the OMol25 dataset.

Results
lowest unoccupied orbital energy	-0.0044	hartree
total energy	-1906.118349	Eh
energy relative to the best compared isomer or geometry (same formula, charge and spin)	371.9	kJ/mol
E_HOMO	-9.5664	eV

Element x y z (Å)
C1 -5.77 1.67 1.92
O1 -4.92 2.39 1.03
C2 -4.46 1.55 -0.10
C3 -3.42 2.52 -0.72
N1 -2.58 1.80 -1.70
H1 -2.03 1.12 -1.12
H2 -3.24 1.25 -2.04
C4 -1.94 2.47 -2.74
C5 -1.11 1.52 -3.67
O2 -0.75 2.14 -4.91
C6 -0.42 1.25 -5.98
H3 -5.24 0.68 2.39
H4 -6.75 1.29 1.75
H5 -5.88 2.41 2.66
H6 -5.44 1.45 -0.72
H7 -4.08 0.60 0.39
H8 -2.84 3.00 0.10
H9 -3.76 3.40 -1.12
H10 -1.30 3.39 -2.63
H11 -2.99 2.76 -3.19
H12 -1.57 0.47 -3.66
H13 -0.17 1.03 -3.30
H14 -0.14 2.03 -6.71
H15 -1.21 0.85 -6.34
H16 0.30 0.44 -5.57
C7 -0.31 0.84 0.20
O3 -1.43 0.07 0.04
O4 0.95 0.21 0.23
O5 -0.31 2.07 0.26
H17 0.91 -0.82 0.30
C8 -2.70 0.20 4.67
C9 -2.09 0.62 3.31
O6 -2.18 -0.63 2.51
H18 -3.68 0.07 4.71
H19 -2.67 0.78 5.35
H20 -2.13 -0.59 5.19
H21 -1.04 0.60 3.29
H22 -2.60 1.23 2.82
H23 -1.95 -0.35 1.67
C10 5.32 -2.67 1.05
C11 4.41 -1.56 0.36
O7 5.01 -0.30 0.45
H24 4.69 -3.51 1.47
H25 5.50 -2.40 2.00
H26 6.12 -3.04 0.32
H27 3.51 -1.16 0.72
H28 4.31 -1.78 -0.71
H29 5.75 -0.39 -0.23
C12 2.89 -4.43 -1.89
C13 1.86 -4.37 -0.72
O8 2.51 -5.07 0.42
H30 2.74 -4.01 -2.79
H31 2.91 -5.49 -2.01
H32 4.00 -4.13 -1.46
H33 0.86 -4.76 -0.95
H34 1.84 -3.38 -0.58
H35 1.89 -5.15 1.20
C14 0.50 -2.79 2.22
C15 0.44 -3.88 3.25
O9 0.56 -5.21 2.58
H36 0.14 -1.74 2.66
H37 -0.08 -3.16 1.30
H38 1.63 -2.73 1.74
H39 -0.46 -3.88 3.95
H40 1.32 -4.03 3.77
H41 0.24 -5.92 3.09
C16 2.22 2.39 2.88
O10 3.32 2.35 2.04
H42 1.64 1.41 3.05
H43 1.84 3.35 2.63
H44 2.61 2.46 4.05
H45 2.99 1.96 1.16
C17 2.02 4.11 -1.05
O11 1.88 2.67 -1.36
H46 2.96 4.68 -1.37
H47 1.98 4.21 0.01
H48 1.07 4.58 -1.29
H49 1.20 2.40 -0.87
C18 -1.59 -2.90 -1.60
O12 -0.56 -2.04 -1.37
H50 -1.25 -4.01 -1.84
H51 -2.47 -2.75 -2.20
H52 -2.23 -3.06 -0.73
H53 -0.94 -1.39 -0.79
C19 -0.81 5.24 1.20
O13 -1.27 4.04 1.89
H54 -1.71 6.03 1.26
H55 -0.66 5.02 0.03
H56 0.11 5.46 1.37
H57 -1.00 3.18 1.48
C20 2.16 -0.78 -3.13
O14 1.20 -1.84 -3.44
H58 1.81 -0.37 -2.10
H59 2.12 0.01 -3.92
H60 3.18 -1.33 -2.96
H61 0.64 -1.91 -2.76

Löwdin atomic charge list, values in e, 8 entries:
1 C -0.12
2 O -0.21
3 C -0.12
4 C -0.08
5 N 0.00
6 H 0.11
7 H 0.10
8 C -0.10